# 1
{"formula": "C4H8O3", "method": "wB97M-V/def2-TZVPD", "species": ["C", "C", "O", "C", "O", "C", "O", "H", "H", "H", "H", "H", "H", "H", "H"], "coordinates": [[0.67, -1.59, -0.47], [0.94, -0.09, -0.44], [1.00, 0.36, -1.77], [-0.13, 0.75, 0.24], [-0.14, 1.98, 0.06], [-1.29, 0.28, 0.92], [-2.15, 1.26, 1.20], [1.48, -2.09, -1.01], [0.63, -2.00, 0.54], [-0.27, -1.81, -0.99], [1.88, 0.10, 0.07], [0.85, 1.32, -1.76], [-0.15, 0.22, 1.68], [-1.64, 2.04, 0.79], [-1.68, -0.73, 0.94]], "energy_ev": -10418.2283, "homo_energy_ev": -10.0, "multiplicity": 1, "de_lowest_kcal_mol": 64.0}

# 2
{"formula": "C5H8AlF6O9S3", "method": "wB97M-V/def2-TZVPD", "species": ["Al", "C", "F", "F", "F", "S", "O", "O", "O", "C", "F", "F", "F", "S", "O", "O", "O", "O", "S", "O", "O", "C", "C", "C", "H", "H", "H", "H", "H", "H", "H", "H"], "coordinates": [[-2.76, -0.47, -1.18], [2.37, -2.51, -1.02], [3.13, -3.58, -0.86], [2.35, -1.95, 0.17], [2.96, -1.70, -1.89], [0.55, -3.02, -1.53], [-0.19, -1.72, -1.63], [0.63, -3.64, -2.89], [0.01, -3.83, -0.41], [-3.78, 3.55, -4.95], [-3.44, 4.72, -5.44], [-4.65, 3.80, -3.93], [-4.36, 2.85, -5.92], [-2.20, 2.52, -4.20], [-2.67, 1.39, -3.36], [-1.28, 2.07, -5.29], [-1.61, 3.62, -3.42], [-0.94, 0.06, 1.04], [-0.41, 0.33, 2.38], [-1.23, 0.65, 3.56], [0.69, -0.83, 2.71], [1.47, -0.67, 3.88], [1.91, -2.10, 4.21], [0.77, 1.77, 2.24], [1.06, -0.12, 4.72], [2.38, -0.11, 3.67], [1.18, -2.83, 4.55], [2.65, -2.16, 5.02], [2.33, -2.46, 3.27], [0.29, 2.57, 1.68], [1.65, 1.66, 1.60], [1.11, 2.13, 3.21]], "charge": 1, "energy_ev": -79132.4438, "homo_energy_ev": -13.6, "multiplicity": 1, "de_lowest_kcal_mol": 0.0}

# 3
{"formula": "C45H41BrCsN8O2P2S", "method": "wB97M-V/def2-TZVPD", "species": ["Cs", "N", "C", "N", "C", "N", "N", "C", "C", "C", "C", "C", "C", "N", "C", "C", "C", "C", "C", "C", "H", "H", "H", "H", "H", "H", "H", "H", "H", "H", "H", "O", "P", "C", "P", "O", "C", "C", "C", "C", "C", "C", "C", "C", "C", "C", "C", "C", "C", "C", "C", "C", "C", "C", "C", "C", "C", "C", "C", "C", "H", "H", "H", "H", "H", "H", "H", "H", "H", "H", "H", "H", "H", "H", "H", "H", "H", "H", "H", "H", "H", "H", "N", "C", "N", "S", "H", "H", "H", "H", "Br", "C", "C", "C", "N", "C", "C", "H", "H", "H", "H"], "coordinates": [[0.24, 1.13, 0.80], [1.71, 1.40, 5.81], [1.50, 1.43, 4.48], [0.60, 2.14, 3.87], [-0.24, 2.94, 4.64], [-1.18, 3.66, 4.14], [-1.44, 3.48, 2.79], [-1.66, 4.56, 2.17], [-2.07, 4.58, 0.75], [-2.23, 5.80, 0.10], [-2.59, 5.79, -1.24], [-2.77, 4.58, -1.88], [-2.59, 3.42, -1.14], [-2.26, 3.41, 0.14], [-0.04, 2.99, 6.10], [-0.82, 3.79, 6.94], [-0.60, 3.78, 8.30], [0.39, 2.97, 8.85], [1.17, 2.17, 8.04], [0.95, 2.19, 6.67], [2.44, 0.82, 6.17], [2.15, 0.80, 3.89], [-1.56, 5.52, 2.68], [-2.08, 6.72, 0.63], [-2.72, 6.73, -1.77], [-3.04, 4.53, -2.93], [-2.72, 2.45, -1.61], [-1.57, 4.42, 6.50], [-1.20, 4.41, 8.95], [0.55, 2.97, 9.92], [1.94, 1.54, 8.46], [1.28, -1.14, -0.58], [1.50, -1.73, -1.93], [1.13, -0.58, -3.29], [-0.37, 0.44, -3.08], [-0.20, 1.48, -2.03], [-0.69, 1.14, -4.72], [0.33, 1.41, -5.62], [0.05, 2.03, -6.83], [-1.25, 2.40, -7.14], [-2.28, 2.13, -6.24], [-2.00, 1.51, -5.03], [-1.73, -0.69, -2.78], [-2.11, -1.63, -3.73], [-3.15, -2.50, -3.48], [-3.84, -2.42, -2.27], [-3.48, -1.48, -1.32], [-2.43, -0.62, -1.57], [0.48, -3.18, -2.22], [-0.40, -3.57, -1.21], [-1.21, -4.69, -1.39], [-1.12, -5.42, -2.57], [-0.24, -5.04, -3.57], [0.56, -3.93, -3.40], [3.20, -2.26, -2.23], [3.54, -3.60, -2.09], [4.86, -4.01, -2.22], [5.85, -3.08, -2.47], [5.53, -1.73, -2.59], [4.21, -1.32, -2.47], [1.08, -1.15, -4.23], [1.95, 0.13, -3.38], [1.36, 1.14, -5.40], [0.85, 2.24, -7.53], [-1.47, 2.88, -8.08], [-3.29, 2.41, -6.48], [-2.80, 1.29, -4.34], [-1.58, -1.69, -4.68], [-3.44, -3.24, -4.22], [-4.66, -3.10, -2.08], [-4.00, -1.43, -0.38], [-2.13, 0.11, -0.83], [-0.46, -2.98, -0.30], [-1.90, -4.99, -0.61], [-1.74, -6.30, -2.70], [-0.17, -5.62, -4.48], [1.27, -3.64, -4.17], [2.77, -4.34, -1.89], [5.11, -5.05, -2.11], [6.88, -3.40, -2.57], [6.30, -1.00, -2.79], [3.98, -0.27, -2.56], [-3.16, -0.97, 4.96], [-2.54, -0.34, 3.94], [-2.60, 0.99, 3.93], [-1.72, -1.24, 2.76], [-3.78, -0.48, 5.58], [-3.20, -1.97, 4.93], [-3.01, 1.51, 4.68], [-2.10, 1.52, 3.23], [3.80, -5.21, 1.30], [3.35, -3.41, 1.65], [4.19, -2.39, 1.26], [3.82, -1.09, 1.58], [2.70, -0.78, 2.24], [1.90, -1.79, 2.58], [2.17, -3.12, 2.31], [5.11, -2.59, 0.73], [4.46, -0.27, 1.30], [0.98, -1.52, 3.09], [1.48, -3.89, 2.62]], "charge": 1, "energy_ev": -163350.4706, "homo_energy_ev": -10.1, "multiplicity": 1, "de_lowest_kcal_mol": 0.0}

# 4
{"formula": "C2H3NO2", "method": "wB97M-V/def2-TZVPD", "species": ["O", "C", "N", "C", "O", "H", "H", "H"], "coordinates": [[-0.83, -0.03, -1.53], [-1.06, -0.28, -0.36], [-0.07, -0.23, 0.59], [1.15, 0.28, 0.04], [1.66, 1.30, 0.41], [-2.05, -0.53, 0.03], [-0.31, -0.14, 1.57], [1.52, -0.37, -0.76]], "energy_ev": -7707.3767, "homo_energy_ev": -10.5, "multiplicity": 1, "de_lowest_kcal_mol": 10.8}

Number 1: HOMO-LUMO gap 10.62 eV. Number 2: HOMO-LUMO gap 2.42 eV. Number 3: HOMO-LUMO gap 8.13 eV. Number 4: HOMO-LUMO gap 11.21 eV.